[1]
ORCA calculation (the ωB97M-V functional and the def2-TZVPD basis) on C19H19AlBF4N5S as an isolated structure at a distorted geometry.

Calculated values
Frontier orbital gap, eV: 4.9
HOMO level, eV: -6.50
Lowest unoccupied orbital energy, eV: -1.61

```
! RIJCOSX wB97M-V def2-TZVPD def2/J DEFGRID3
* xyz 0 1
Al 0.795 -0.890 -0.090
N 3.986 1.616 -1.584
C 2.867 0.996 -1.166
S 2.746 -0.748 -1.241
N 1.826 1.732 -0.855
N 0.726 1.074 -0.427
C -0.442 1.693 -0.218
C -0.584 3.157 0.017
C 0.220 4.075 -0.658
C 0.221 5.428 -0.278
C -0.570 5.859 0.792
C -1.341 4.957 1.505
C -1.407 3.645 1.101
C -1.540 0.752 -0.111
C -2.935 1.090 -0.048
C -3.889 0.111 0.164
C -3.480 -1.202 0.250
C -2.139 -1.513 0.104
N -1.188 -0.549 -0.059
H 4.782 1.043 -1.811
H 4.062 2.624 -1.650
H 0.974 3.752 -1.391
H 0.876 6.148 -0.781
H -0.494 6.898 1.159
H -1.869 5.276 2.430
H -2.053 2.958 1.644
H -3.192 2.152 -0.220
H -4.943 0.466 0.180
H -4.171 -2.041 0.420
H -1.743 -2.547 0.126
F -0.826 -0.085 2.865
B 0.488 0.097 3.132
F 0.991 1.332 2.786
F 0.974 -0.586 4.133
F 1.175 -0.881 1.575
C 1.084 -3.957 1.764
C 0.970 -4.003 0.298
C 1.036 -5.169 -0.466
C 0.748 -4.809 -1.798
C 0.573 -3.441 -1.794
C 0.219 -2.698 -2.977
N 0.578 -2.909 -0.523
H 2.152 -3.782 2.028
H 0.731 -4.898 2.216
H 0.571 -3.051 2.100
H 1.265 -6.186 -0.169
H 0.807 -5.441 -2.679
H 0.031 -3.403 -3.823
H 1.041 -1.966 -3.198
H -0.707 -2.174 -2.773
*
```

***

[2]
ORCA calculation (the ωB97M-V functional and the def2-TZVPD basis) on C58H40Cl2HfN5O9P2 as an isolated structure.

Calculated values
Frontier orbital gap, eV: 5.9
HOMO level, eV: -4.70
ΔE to the lowest compared entry with this formula, charge and spin, kcal/mol: 0.0
Lowest unoccupied orbital energy, eV: 1.17

```
! RIJCOSX wB97M-V def2-TZVPD def2/J DEFGRID3
* xyz -1 1
Hf 0.772 -0.302 -1.004
C -1.105 -0.521 -8.619
C -1.320 -1.478 -7.637
C -0.938 -1.231 -6.326
C -0.335 -0.024 -5.985
C -0.120 0.931 -6.974
C -0.503 0.684 -8.285
C 0.068 0.219 -4.568
C -0.936 0.593 -3.679
C -2.288 0.897 -4.058
C -2.931 1.291 -2.932
C -1.965 1.243 -1.868
N -0.770 0.792 -2.339
C -2.196 1.708 -0.573
C -1.196 1.905 0.370
C -1.408 2.539 1.646
C -0.213 2.562 2.272
C 0.726 1.908 1.405
C 2.027 1.605 1.790
C 2.370 1.810 3.228
C 3.098 2.909 3.670
C 3.374 3.069 5.022
C 2.920 2.132 5.940
C 2.190 1.034 5.503
C 1.915 0.871 4.153
C 2.970 1.010 0.963
N 2.763 0.641 -0.336
C 3.951 0.124 -0.780
C 4.192 -0.327 -2.071
C 5.513 -0.930 -2.399
C 5.563 -2.266 -2.797
C 6.777 -2.859 -3.110
C 7.954 -2.125 -3.036
C 7.910 -0.793 -2.651
C 6.696 -0.199 -2.335
C 3.252 -0.255 -3.107
C 3.565 -0.505 -4.488
C 2.420 -0.327 -5.184
C 1.402 0.026 -4.233
N 1.939 0.084 -2.973
C 4.921 0.138 0.286
C 4.318 0.693 1.360
N 0.120 1.533 0.241
C -3.603 1.994 -0.172
C -4.485 0.928 -0.005
C -5.785 1.146 0.428
C -6.221 2.436 0.696
C -5.357 3.506 0.511
C -4.057 3.287 0.076
H -1.404 -0.714 -9.642
H -1.786 -2.422 -7.891
H -1.095 -1.975 -5.553
H 0.349 1.870 -6.706
H -0.333 1.436 -9.046
H -2.679 0.839 -5.061
H -3.951 1.623 -2.829
H -2.352 2.907 2.011
H 0.017 2.950 3.249
H 3.444 3.639 2.948
H 3.940 3.929 5.358
H 3.133 2.259 6.994
H 1.829 0.302 6.215
H 1.331 0.028 3.796
H 4.637 -2.827 -2.866
H 6.802 -3.898 -3.411
H 8.901 -2.589 -3.280
H 8.822 -0.212 -2.600
H 6.658 0.844 -2.044
H 4.537 -0.772 -4.866
H 2.269 -0.425 -6.247
H 5.928 -0.236 0.215
H 4.733 0.875 2.338
H -4.132 -0.076 -0.211
H -6.453 0.307 0.570
H -7.232 2.605 1.045
H -5.694 4.516 0.709
H -3.377 4.119 -0.061
O 3.054 -4.093 -0.388
P 1.703 -3.413 0.106
O 1.311 -3.826 1.453
O 1.838 -1.911 -0.212
O 0.625 -3.928 -1.009
P 0.761 -3.298 -2.492
O -0.318 -4.136 -3.330
O 0.208 -1.896 -2.421
O 2.142 -3.543 -2.990
H 3.099 -3.979 -1.360
H 0.104 -4.919 -3.700
Cl -6.875 -0.159 3.524
C -5.723 0.934 4.251
C -6.191 2.141 4.730
C -5.311 3.024 5.331
C -3.973 2.681 5.424
C -3.507 1.479 4.919
Cl -1.798 1.198 4.991
C -4.373 0.546 4.317
N -3.971 -0.634 3.737
C -2.937 -1.500 4.211
C -2.832 -1.784 5.568
C -1.812 -2.599 6.024
C -0.910 -3.148 5.120
C -1.033 -2.887 3.765
C -2.052 -2.063 3.292
C -2.178 -1.795 1.820
C -0.940 -1.171 1.197
O -0.986 -1.098 -0.098
O 0.004 -0.770 1.864
H -7.242 2.373 4.632
H -5.661 3.972 5.715
H -3.256 3.356 5.871
H -4.706 -1.099 3.227
H -3.538 -1.337 6.259
H -1.720 -2.806 7.084
H -0.105 -3.782 5.470
H -0.318 -3.303 3.060
H -3.006 -1.117 1.608
H -2.373 -2.716 1.265
*
```

***

[3]
ORCA calculation (the ωB97M-V functional and the def2-TZVPD basis) on C27H44BF4N2OPtSSi as an isolated structure at a distorted geometry.

Calculated values
Frontier orbital gap (alpha / beta), eV: 3.5 / 3.3
HOMO level (alpha / beta), eV: -15.50 / -15.49
ΔE to the lowest compared entry with this formula, charge and spin, kcal/mol: 154.3
Lowest unoccupied orbital energy (alpha / beta), eV: -12.03 / -12.23

```
! RIJCOSX wB97M-V def2-TZVPD def2/J DEFGRID3
* xyz 3 1
Pt -0.150 -1.256 0.128
C 1.218 -4.627 3.149
C 1.192 -3.279 2.388
N -0.005 -3.202 1.514
C -0.032 -4.406 0.629
C -0.240 -5.688 1.469
N -0.100 -5.315 2.920
C -1.226 -4.402 3.325
C -1.239 -3.199 2.351
H 1.358 -4.487 4.217
H 2.006 -5.285 2.792
H 2.084 -3.183 1.778
H 1.170 -2.442 3.082
H 0.909 -4.449 0.080
H -0.839 -4.293 -0.086
H 0.499 -6.452 1.240
H -1.230 -6.113 1.321
H -0.135 -6.162 3.488
H -1.057 -4.097 4.355
H -2.156 -4.959 3.285
H -1.298 -2.267 2.908
H -2.096 -3.246 1.694
O -0.758 0.756 1.038
S -1.896 0.967 2.071
C -1.364 2.335 3.063
C -1.579 2.238 4.431
C -1.265 3.328 5.234
C -0.735 4.476 4.661
C -0.517 4.549 3.286
C -0.827 3.473 2.473
C -3.248 1.741 1.222
C -4.401 1.944 1.967
C -5.501 2.515 1.349
C -5.450 2.836 -0.002
C -4.285 2.637 -0.726
C -3.172 2.071 -0.117
H -1.993 1.333 4.865
H -1.437 3.277 6.302
H -0.482 5.320 5.291
H -0.118 5.454 2.847
H -0.669 3.525 1.402
H -4.442 1.666 3.017
H -6.406 2.697 1.918
H -6.331 3.220 -0.499
H -4.244 2.917 -1.771
H -2.259 1.896 -0.673
F -2.041 -0.639 -1.334
B -2.816 -1.723 -0.744
F -4.090 -1.748 -1.162
F -2.060 -2.929 -1.023
F -2.667 -1.530 0.674
C 2.753 -2.458 -1.584
Si 1.490 -1.125 -1.374
C 0.538 -0.955 -3.656
C 1.715 -0.842 -4.548
C -0.105 -2.300 -3.564
C -0.370 0.222 -3.653
C 2.619 0.735 -1.120
C 3.889 0.534 -1.895
C 1.748 1.858 -1.623
C 2.764 0.696 0.382
H 3.411 -2.285 -2.436
H 2.272 -3.435 -1.714
H 3.374 -2.511 -0.679
H 2.418 -1.673 -4.471
H 2.231 0.117 -4.469
H 1.290 -0.871 -5.570
H 0.613 -3.123 -3.569
H -0.710 -2.384 -4.484
H -0.809 -2.403 -2.728
H 0.114 1.122 -4.028
H -0.842 0.424 -2.685
H -1.212 -0.026 -4.319
H 3.734 0.373 -2.963
H 4.522 -0.256 -1.490
H 4.451 1.478 -1.808
H 1.693 1.891 -2.711
H 2.204 2.803 -1.295
H 0.739 1.836 -1.196
H 3.300 -0.188 0.744
H 1.809 0.791 0.904
H 3.379 1.572 0.641
*
```